Below is a structure of composition C29H24AsCuN3OPS4Se2, with properties calculated with ωB97M-V/def2-TZVPD.

Each line ends with the Löwdin charge.
Positions of all 66 atoms, in Å:
Cu  0.143  -1.518  0.322  -0.313
O  0.702  0.999  3.209  -0.072
N  0.099  1.351  2.032  -0.008
C  -1.009  1.938  2.232  -0.151
C  -1.869  2.400  1.136  -0.227
C  -2.779  3.410  1.462  -0.052
C  -3.622  3.956  0.514  -0.088
C  -3.568  3.484  -0.790  -0.078
C  -2.688  2.467  -1.118  -0.066
C  -1.829  1.898  -0.174  -0.268
P  -0.722  0.507  -0.705  1.089
C  -1.574  -0.071  -2.211  -0.381
C  -2.494  -1.101  -2.025  -0.132
C  -3.190  -1.628  -3.100  -0.076
C  -2.958  -1.141  -4.379  -0.088
C  -2.039  -0.122  -4.574  -0.086
C  -1.352  0.413  -3.495  -0.110
C  0.725  1.428  -1.334  -0.353
C  1.073  2.678  -0.826  -0.103
C  2.242  3.304  -1.236  -0.104
C  3.070  2.689  -2.167  -0.107
C  2.724  1.448  -2.684  -0.078
C  1.563  0.813  -2.267  -0.148
H  1.495  0.468  2.924  0.025
H  -1.342  2.118  3.255  0.130
H  -2.806  3.772  2.484  0.107
H  -4.314  4.742  0.789  0.099
H  -4.215  3.900  -1.552  0.101
H  -2.675  2.095  -2.133  0.096
H  -2.634  -1.521  -1.036  0.068
H  -3.883  -2.444  -2.945  0.104
H  -3.475  -1.575  -5.225  0.099
H  -1.835  0.243  -5.573  0.101
H  -0.631  1.202  -3.662  0.106
H  0.436  3.167  -0.101  0.093
H  2.502  4.274  -0.831  0.096
H  3.980  3.180  -2.491  0.095
H  3.361  0.955  -3.407  0.109
H  1.321  -0.166  -2.667  0.033
Se  1.338  -3.821  2.504  0.638
Se  2.681  -2.511  3.885  0.641
C  3.491  -1.401  2.527  -0.689
C  4.620  -1.858  1.864  -0.121
C  5.163  -1.070  0.863  -0.077
C  4.565  0.141  0.562  -0.076
C  3.446  0.519  1.283  -0.139
N  2.923  -0.232  2.254  0.013
C  -0.355  -2.987  2.911  -0.659
C  -1.214  -3.627  3.794  -0.097
C  -2.447  -3.058  4.061  -0.061
C  -2.778  -1.864  3.447  -0.049
C  -1.864  -1.296  2.577  -0.122
N  -0.676  -1.840  2.305  -0.010
H  5.032  -2.827  2.106  0.103
H  6.022  -1.417  0.304  0.113
H  4.926  0.772  -0.238  0.104
H  2.927  1.446  1.068  0.106
H  -0.908  -4.556  4.253  0.096
H  -3.139  -3.543  4.739  0.107
H  -3.731  -1.382  3.620  0.104
H  -2.088  -0.374  2.057  0.090
S  2.350  -5.363  -1.612  -0.184
As  1.293  -3.574  -1.859  -0.475
S  2.136  -1.928  -0.612  0.192
S  -0.516  -3.505  -0.527  0.133
S  0.871  -2.853  -3.789  -0.142

Properties
multiplicity = 2
E_LUMO (spin up / spin down) = 1.9 / 1.5 eV
<S²> = 0.757
total charge = -1
E_HOMO (spin up / spin down) = -0.145 / -0.145 Ha
energy = -325784.1654 eV

***

Below is a structure of composition C29H24BBaCl2F4IN4S, with properties calculated with ωB97M-V/def2-TZVPD.

Each line ends with the Löwdin charge.
Positions of all 67 atoms, in Å:
Ba  0.891  0.216  1.447  1.480
C  -3.518  -2.816  1.601  -0.050
C  -2.426  -1.843  1.273  -0.303
N  -1.466  -1.550  2.068  -0.053
N  -1.389  -2.294  3.224  -0.054
C  -0.850  -1.650  4.243  -0.977
N  -0.489  -2.492  5.270  0.024
S  -0.613  0.046  4.477  0.387
C  -2.433  -1.198  -0.078  -0.233
C  -3.437  -1.498  -0.994  -0.028
C  -3.400  -0.927  -2.256  -0.078
C  -2.364  -0.072  -2.577  -0.058
C  -1.407  0.177  -1.604  -0.122
N  -1.438  -0.366  -0.394  0.053
H  -3.397  -3.153  2.624  0.054
H  -3.490  -3.687  0.937  0.080
H  -4.499  -2.347  1.485  0.075
H  -0.827  -3.438  5.200  0.071
H  -0.396  -2.076  6.178  0.052
H  -4.230  -2.182  -0.727  0.092
H  -4.172  -1.159  -2.980  0.096
H  -2.284  0.392  -3.551  0.099
H  -0.572  0.838  -1.812  0.118
I  2.281  3.822  1.374  0.941
C  0.556  4.686  0.570  -0.658
C  0.668  5.954  0.078  -0.198
C  -0.488  6.614  -0.407  -0.121
C  -1.700  5.994  -0.343  -0.073
C  -1.826  4.680  0.186  -0.192
C  -3.098  4.063  0.306  -0.084
C  -3.193  2.816  0.856  -0.104
C  -2.022  2.116  1.242  -0.208
C  -0.738  2.613  1.113  -0.269
C  -0.675  3.959  0.627  -0.290
H  1.628  6.454  0.068  0.069
H  -0.400  7.618  -0.808  0.086
H  -2.597  6.501  -0.685  0.095
H  -3.978  4.604  -0.027  0.090
H  -4.168  2.352  0.979  0.089
H  -2.168  1.118  1.659  0.044
F  3.745  0.196  1.608  -0.071
B  4.817  0.482  2.533  -1.267
F  5.293  -0.735  3.047  0.089
F  5.832  1.148  1.834  0.096
F  4.302  1.292  3.552  0.090
Cl  4.852  -4.186  -0.028  0.448
C  4.090  -2.842  0.894  -0.979
Cl  3.070  -3.446  2.218  0.513
H  3.447  -2.290  0.216  -0.021
H  4.867  -2.236  1.336  0.006
C  2.514  -0.702  -4.693  -0.123
C  2.948  0.093  -3.602  -0.108
C  2.562  -0.234  -2.331  -0.056
C  1.728  -1.357  -2.049  -0.239
C  1.334  -1.625  -0.691  -0.271
C  0.559  -2.762  -0.542  -0.204
C  0.125  -3.574  -1.622  -0.105
C  0.478  -3.270  -2.908  -0.080
C  1.307  -2.145  -3.156  -0.193
C  1.718  -1.790  -4.470  -0.071
H  2.820  -0.447  -5.702  0.083
H  3.585  0.952  -3.773  0.088
H  2.903  0.360  -1.489  0.101
H  0.218  -3.056  0.452  0.063
H  -0.510  -4.434  -1.429  0.087
H  0.137  -3.873  -3.745  0.090
H  1.387  -2.405  -5.303  0.094

Properties
E_LUMO = 4.1 eV
total charge = -2
E_HOMO = -0.086 Ha
energy above the lowest of the compared OMol25 structures with the same formula, charge and spin = 0.351 eV
energy = -92653.3500 eV

***

Below is a structure of composition C29H24Br4CoN4O3 at a distorted geometry, with properties calculated with ωB97M-V/def2-TZVPD.

Each line ends with the Löwdin charge.
Positions of all 65 atoms, in Å:
Co  -0.678  1.789  -0.123  0.637
Br  1.741  5.520  -2.496  0.771
C  1.291  3.783  -3.101  -0.586
C  1.780  3.373  -4.342  -0.175
C  1.466  2.128  -4.840  -0.628
Br  2.166  1.602  -6.521  0.764
C  0.621  1.253  -4.112  -0.186
C  0.210  -0.020  -4.549  -0.010
C  -0.658  -0.746  -3.752  -0.024
C  -1.096  -0.191  -2.540  -0.119
N  -0.708  0.983  -2.090  0.088
C  0.138  1.684  -2.859  -0.148
C  0.478  2.940  -2.305  -0.387
O  -0.025  3.231  -1.168  -0.144
H  2.410  4.049  -4.903  0.094
H  0.565  -0.400  -5.494  0.079
H  -1.013  -1.729  -4.045  0.108
H  -1.795  -0.754  -1.933  0.108
C  0.728  4.649  1.182  -0.041
C  -0.141  3.848  2.087  -0.276
C  -0.307  4.273  3.419  -0.001
C  -1.112  3.578  4.281  -0.014
C  -1.763  2.421  3.828  -0.192
C  -2.597  1.613  4.625  -0.633
Br  -2.931  2.080  6.432  0.770
C  -3.168  0.492  4.109  -0.193
C  -2.943  0.111  2.792  -0.599
Br  -3.796  -1.465  2.205  0.794
C  -2.131  0.852  1.915  -0.375
O  -1.893  0.547  0.677  -0.147
C  -1.547  2.039  2.483  -0.120
N  -0.762  2.752  1.640  0.101
H  1.233  5.441  1.736  0.084
H  0.135  5.090  0.375  0.077
H  1.472  4.019  0.687  0.073
H  0.211  5.166  3.742  0.114
H  -1.251  3.903  5.304  0.080
H  -3.811  -0.125  4.724  0.094
C  0.909  -5.427  -1.933  -0.069
C  0.706  -5.396  -0.426  -0.208
N  0.538  -4.041  0.090  -0.052
C  -0.792  -3.690  0.583  -0.207
C  -1.868  -3.622  -0.482  -0.070
C  1.682  -3.305  0.221  -0.395
O  2.787  -3.789  0.006  0.060
C  1.663  -1.849  0.654  -0.086
C  2.680  -1.450  1.518  0.011
C  2.766  -0.127  1.899  -0.031
C  1.863  0.770  1.374  -0.102
N  0.919  0.431  0.500  0.051
C  0.810  -0.871  0.159  -0.040
H  1.013  -6.459  -2.278  0.077
H  1.816  -4.884  -2.200  0.073
H  0.057  -4.976  -2.454  0.067
H  1.562  -5.848  0.070  0.119
H  -0.183  -5.959  -0.145  0.116
H  -0.736  -2.756  1.127  0.101
H  -1.076  -4.455  1.311  0.125
H  -1.625  -2.891  -1.243  0.049
H  -2.819  -3.328  -0.043  0.044
H  -2.001  -4.594  -0.973  0.077
H  3.385  -2.192  1.876  0.128
H  3.530  0.215  2.588  0.113
H  1.894  1.823  1.657  0.110
H  0.002  -1.112  -0.525  0.097

Properties
multiplicity = 2
E_LUMO (spin up / spin down) = -0.3 / -0.5 eV
<S²> = 0.857
E_HOMO (spin up / spin down) = -0.279 / -0.278 Ha
energy above the lowest of the compared OMol25 structures with the same formula, charge and spin = 0.219 eV
energy = -360365.6074 eV

***

Please write out number 1 again, unchanged.
Below is a structure of composition C29H24AsCuN3OPS4Se2, with properties calculated with ωB97M-V/def2-TZVPD.

Each line ends with the Löwdin charge.
Positions of all 66 atoms, in Å:
Cu  0.143  -1.518  0.322  -0.313
O  0.702  0.999  3.209  -0.072
N  0.099  1.351  2.032  -0.008
C  -1.009  1.938  2.232  -0.151
C  -1.869  2.400  1.136  -0.227
C  -2.779  3.410  1.462  -0.052
C  -3.622  3.956  0.514  -0.088
C  -3.568  3.484  -0.790  -0.078
C  -2.688  2.467  -1.118  -0.066
C  -1.829  1.898  -0.174  -0.268
P  -0.722  0.507  -0.705  1.089
C  -1.574  -0.071  -2.211  -0.381
C  -2.494  -1.101  -2.025  -0.132
C  -3.190  -1.628  -3.100  -0.076
C  -2.958  -1.141  -4.379  -0.088
C  -2.039  -0.122  -4.574  -0.086
C  -1.352  0.413  -3.495  -0.110
C  0.725  1.428  -1.334  -0.353
C  1.073  2.678  -0.826  -0.103
C  2.242  3.304  -1.236  -0.104
C  3.070  2.689  -2.167  -0.107
C  2.724  1.448  -2.684  -0.078
C  1.563  0.813  -2.267  -0.148
H  1.495  0.468  2.924  0.025
H  -1.342  2.118  3.255  0.130
H  -2.806  3.772  2.484  0.107
H  -4.314  4.742  0.789  0.099
H  -4.215  3.900  -1.552  0.101
H  -2.675  2.095  -2.133  0.096
H  -2.634  -1.521  -1.036  0.068
H  -3.883  -2.444  -2.945  0.104
H  -3.475  -1.575  -5.225  0.099
H  -1.835  0.243  -5.573  0.101
H  -0.631  1.202  -3.662  0.106
H  0.436  3.167  -0.101  0.093
H  2.502  4.274  -0.831  0.096
H  3.980  3.180  -2.491  0.095
H  3.361  0.955  -3.407  0.109
H  1.321  -0.166  -2.667  0.033
Se  1.338  -3.821  2.504  0.638
Se  2.681  -2.511  3.885  0.641
C  3.491  -1.401  2.527  -0.689
C  4.620  -1.858  1.864  -0.121
C  5.163  -1.070  0.863  -0.077
C  4.565  0.141  0.562  -0.076
C  3.446  0.519  1.283  -0.139
N  2.923  -0.232  2.254  0.013
C  -0.355  -2.987  2.911  -0.659
C  -1.214  -3.627  3.794  -0.097
C  -2.447  -3.058  4.061  -0.061
C  -2.778  -1.864  3.447  -0.049
C  -1.864  -1.296  2.577  -0.122
N  -0.676  -1.840  2.305  -0.010
H  5.032  -2.827  2.106  0.103
H  6.022  -1.417  0.304  0.113
H  4.926  0.772  -0.238  0.104
H  2.927  1.446  1.068  0.106
H  -0.908  -4.556  4.253  0.096
H  -3.139  -3.543  4.739  0.107
H  -3.731  -1.382  3.620  0.104
H  -2.088  -0.374  2.057  0.090
S  2.350  -5.363  -1.612  -0.184
As  1.293  -3.574  -1.859  -0.475
S  2.136  -1.928  -0.612  0.192
S  -0.516  -3.505  -0.527  0.133
S  0.871  -2.853  -3.789  -0.142

Properties
multiplicity = 2
E_LUMO (spin up / spin down) = 1.9 / 1.5 eV
<S²> = 0.757
total charge = -1
E_HOMO (spin up / spin down) = -0.145 / -0.145 Ha
energy = -325784.1654 eV

***

Question: Which of these has the highest energy?
Answer: C29H24BBaCl2F4IN4S

***

Question: The highest energy belongs to which entry?
Answer: C29H24BBaCl2F4IN4S